Model A:
C4H7N3S | the ωB97M-V functional and the def2-TZVPD basis

```
15
Properties=species:S:1:pos:R:3
C -1.610 -1.188 -0.092
C -0.651 -0.169 0.404
C 1.793 0.141 -0.102
C -0.769 1.198 -0.060
H -1.798 -1.059 -1.342
H -0.749 -2.243 -0.082
H -2.692 -1.343 0.481
H -0.468 -0.079 1.562
H 0.657 -1.596 -0.604
H 2.276 2.111 0.216
H -1.795 1.729 -0.091
N 0.652 -0.528 -0.137
N 1.541 1.453 0.084
N 0.239 1.999 -0.239
S 3.373 -0.427 0.001
```

The calculation puts the molar mass at 129.19 g mol⁻¹. The lowest unoccupied orbital energy is 0.40 eV. As for the spin multiplicity: 1. Its net charge is 0. The HOMO-LUMO gap comes out at 8.620 eV.

Model B:
C4H7N3S | the ωB97M-V functional and the def2-TZVPD basis

```
15
Properties=species:S:1:pos:R:3
C 1.624 1.247 0.441
C -0.446 -0.725 0.568
C 1.487 -2.200 0.042
C -2.048 1.425 1.080
N 2.528 1.292 1.171
N 0.224 -1.717 0.417
N 0.651 1.323 -0.353
S -2.115 -0.459 0.745
H 1.399 -3.041 -0.682
H 2.345 -2.284 0.782
H 1.882 -1.428 -0.594
H -0.954 1.792 0.783
H -2.183 1.460 2.136
H -2.690 2.112 0.558
H 0.776 0.702 -1.206
```

The calculation puts the molar mass at 129.19 g mol⁻¹. The lowest unoccupied orbital energy (alpha / beta) is -1.40 / -1.40 eV. As for the spin multiplicity: 1. Its net charge is 0. The HOMO-LUMO gap (alpha / beta) comes out at 6.671 / 6.661 eV.

Model C:
C4H7N3S | the ωB97M-V functional and the def2-TZVPD basis

```
15
Properties=species:S:1:pos:R:3
N -2.381 0.289 0.229
C -1.002 0.510 -0.048
C -0.190 1.638 -0.153
C 1.178 1.169 -0.012
C 1.170 -0.189 0.056
N 2.184 -1.109 0.157
N -0.192 -0.589 0.019
S -0.775 -2.140 -0.156
H -2.773 1.231 0.299
H -2.896 -0.189 -0.580
H -0.613 2.655 -0.373
H 2.061 1.805 -0.027
H 2.041 -1.925 -0.490
H 3.041 -0.652 -0.072
H -0.853 -2.503 1.151
```

The calculation puts the molar mass at 129.19 g mol⁻¹. The lowest unoccupied orbital energy is 0.70 eV. As for the spin multiplicity: 1. Its net charge is 0. The HOMO-LUMO gap comes out at 7.732 eV. As for the SMILES: Nc1ccc(N)n1S.

Model D:
C4H7N3S | the ωB97M-V functional and the def2-TZVPD basis

```
15
Properties=species:S:1:pos:R:3
N 0.685 -1.904 -0.334
C 0.914 -0.549 -0.218
N 2.110 0.028 -0.467
N 2.116 1.343 -0.195
C 0.903 1.624 0.234
C 0.110 0.475 0.240
C -1.579 0.326 0.764
S -2.530 -0.049 -0.736
H -0.296 -2.139 -0.353
H 1.183 -2.356 -1.085
H 2.954 -0.417 -0.793
H 0.638 2.620 0.515
H -1.620 -0.494 1.471
H -1.854 1.285 1.187
H -3.734 0.206 -0.229
```

The calculation puts the molar mass at 129.19 g mol⁻¹. The lowest unoccupied orbital energy is 0.75 eV. As for the spin multiplicity: 1. Its net charge is 0. The HOMO-LUMO gap comes out at 8.960 eV. As for the SMILES: Nc1[nH]ncc1CS.

Quick one: least stable of them? model B

Model A:
C4H7N3S | the ωB97M-V functional and the def2-TZVPD basis

```
15
Properties=species:S:1:pos:R:3
C 1.188 2.479 -0.121
C 0.840 1.344 -0.129
C 0.517 -0.065 -0.127
N 1.353 -1.029 -0.042
S 3.023 -0.561 0.031
N -0.822 -0.401 -0.244
C -1.871 0.527 0.207
N -1.169 -1.729 -0.128
H 1.531 3.492 -0.177
H 3.434 -1.858 0.125
H -2.088 0.419 1.231
H -1.650 1.566 -0.061
H -2.787 0.216 -0.300
H -0.702 -2.162 0.651
H -0.797 -2.236 -0.916
```

The calculation puts the molar mass at 129.19 g mol⁻¹. The lowest unoccupied orbital energy is 0.86 eV. As for the spin multiplicity: 1. Its net charge is 0. The HOMO-LUMO gap comes out at 8.947 eV. As for the SMILES: C#C/C(=N\S)N(C)N.

Model B:
C4H7N3S | the ωB97M-V functional and the def2-TZVPD basis

```
15
Properties=species:S:1:pos:R:3
C 2.966 1.077 -0.086
N 1.984 0.695 -0.803
N 0.852 0.396 -0.024
C -0.054 -0.177 -0.709
C 0.030 -0.552 -2.176
S -1.607 -0.661 -0.016
N -1.756 -0.325 1.628
C -0.896 0.257 2.367
H 2.903 1.157 1.024
H 3.895 1.367 -0.569
H 0.768 -1.330 -2.266
H 0.349 0.311 -2.758
H -0.943 -0.903 -2.568
H -1.191 0.381 3.371
H 0.098 0.611 2.039
```

The calculation puts the molar mass at 129.19 g mol⁻¹. The lowest unoccupied orbital energy is 0.53 eV. As for the spin multiplicity: 1. Its net charge is 0. The HOMO-LUMO gap comes out at 9.361 eV. As for the SMILES: C=N/N=C(\C)SN=C.

Quick one: least stable of them? model A

Model A:
C4H7N3S | the ωB97M-V functional and the def2-TZVPD basis

```
15
Properties=species:S:1:pos:R:3
H 0.465 -1.137 1.597
N 1.412 -1.411 1.220
C 1.460 -1.176 -0.008
N 0.462 -0.689 -0.866
N -0.663 -0.116 -0.299
C -0.594 1.200 0.196
C 0.511 1.940 0.219
C -1.794 -0.859 -0.301
S -3.265 -0.464 0.303
H 2.386 -1.392 -0.583
H 0.788 -0.188 -1.702
H -1.549 1.571 0.531
H 0.486 2.973 0.591
H 1.500 1.568 -0.121
H -1.605 -1.819 -0.778
```

The calculation puts the molar mass at 129.19 g mol⁻¹. The lowest unoccupied orbital energy is 0.04 eV. As for the spin multiplicity: 1. Its net charge is 0. The HOMO-LUMO gap comes out at 8.919 eV. As for the SMILES: [H]/N=C\NN(C=C)C=S.

Model B:
C4H7N3S | the ωB97M-V functional and the def2-TZVPD basis

```
15
Properties=species:S:1:pos:R:3
C 2.464 -0.109 -0.519
N 1.471 -0.309 0.224
N 0.362 -0.839 -0.378
C -0.772 -0.677 0.573
C -2.068 -1.298 -0.039
N -2.853 -1.698 -0.810
C -1.033 0.745 0.871
S -1.433 1.944 -0.433
H 3.430 0.202 0.035
H 2.600 0.045 -1.638
H 0.094 -0.326 -1.197
H -0.442 -1.487 1.361
H -0.137 1.413 1.293
H -1.725 0.647 1.816
H 0.041 1.747 -1.157
```

The calculation puts the molar mass at 129.19 g mol⁻¹. The lowest unoccupied orbital energy is -0.02 eV. As for the spin multiplicity: 1. Its net charge is 0. The HOMO-LUMO gap comes out at 9.597 eV. As for the SMILES: C=NN[C@H](C#N)CS.

Model C:
C4H7N3S | the ωB97M-V functional and the def2-TZVPD basis

```
15
Properties=species:S:1:pos:R:3
N 1.031 -1.343 -1.167
N -0.208 -0.731 -0.899
N -1.178 -0.633 -1.813
C -2.144 -0.035 -1.119
C -1.753 0.323 0.156
C -0.474 -0.195 0.331
C 0.513 -0.188 1.439
S 1.569 1.347 1.283
H 0.794 -2.188 -1.657
H 1.453 -0.784 -1.918
H -3.016 0.403 -1.635
H -2.369 0.848 0.867
H 0.026 -0.198 2.425
H 1.243 -1.036 1.440
H 2.387 0.919 2.261
```

The calculation puts the molar mass at 129.19 g mol⁻¹. The lowest unoccupied orbital energy is 0.82 eV. As for the spin multiplicity: 1. Its net charge is 0. The HOMO-LUMO gap comes out at 10.013 eV. As for the SMILES: Nn1nccc1CS.

Quick one: least stable of them? model B

Model A:
C5H8O3Y | the ωB97M-V functional and the def2-TZVPD basis

```
17
Properties=species:S:1:pos:R:3
O -0.548 0.026 -3.101
C 0.381 -1.256 -3.067
C 1.035 -1.592 -1.960
O 0.838 -0.630 -0.894
C 0.773 -1.124 0.431
C 0.464 0.060 1.318
O -0.635 0.775 0.734
C -1.215 1.747 1.601
Y -0.622 0.849 -1.447
H 0.406 -1.830 -3.999
H 1.732 -1.578 0.721
H -0.020 -1.884 0.506
H 1.323 0.744 1.393
H 0.184 -0.282 2.324
H -2.000 2.265 1.041
H -1.651 1.244 2.474
H -0.449 2.465 1.925
```

The calculation puts the molar mass at 205.02 g mol⁻¹. The lowest unoccupied orbital energy is -5.45 eV. As for the spin multiplicity: 1. Its net charge is +1. The HOMO-LUMO gap comes out at 5.406 eV.

Model B:
C5H8O3Y | the ωB97M-V functional and the def2-TZVPD basis

```
17
Properties=species:S:1:pos:R:3
O -3.453 0.381 1.290
C -3.044 1.013 0.330
C -2.850 2.493 0.313
H -2.604 0.466 -0.533
H -1.778 2.710 0.182
H -3.360 2.907 -0.572
H -3.235 2.966 1.223
O 0.308 0.363 0.814
O 0.939 -1.708 0.297
C 1.008 0.944 -0.361
C 1.706 2.204 0.122
C 0.249 -0.959 1.070
H 0.189 1.245 -1.038
H 2.098 2.764 -0.742
H 1.026 2.880 0.674
H 2.560 1.986 0.782
Y 2.110 -0.944 -1.161
```

The calculation puts the molar mass at 205.02 g mol⁻¹. The lowest unoccupied orbital energy is -6.54 eV. As for the spin multiplicity: 1. Its net charge is +1. The HOMO-LUMO gap comes out at 5.279 eV.

Quick one: least stable of them? model B